# 1
Below is a molecular structure, C40H56BCl2CoN9O4S4, with properties calculated with ωB97M-V with the def2-TZVPD basis set.

spin multiplicity = 5
net charge = +1
LUMO level (alpha / beta) = -1.572 / -3.489 eV
orbital gap (alpha / beta) = 8.1 / 6.2 eV
expectation value of S² = 6.013

Positions of all 117 atoms, in Å:
1 Co 0.7215 -0.5506 0.8781
2 C 4.4759 0.1762 -0.5947
3 C 3.9789 1.4997 -0.0340
4 C 5.1923 2.4102 0.1794
5 C 3.2087 1.2189 1.2785
6 N 3.0476 2.1598 -1.0217
7 C 3.3280 3.3300 -1.6032
8 C 2.2982 3.6717 -2.3930
9 N 1.3132 2.7214 -2.3143
10 B -0.0391 3.0417 -3.0205
11 N -0.6969 4.3443 -2.5243
12 C -1.3243 5.2315 -3.3446
13 C -1.8488 6.2345 -2.6360
14 N -1.5647 5.9184 -1.3009
15 C -0.8991 4.7632 -1.2280
16 S -0.3740 3.9665 0.2021
17 C -2.1979 6.7598 -0.2103
18 C -1.1266 7.1083 0.8348
19 C -2.5914 8.1033 -0.7904
20 C -3.3608 5.9238 0.3453
21 N -1.2443 1.9647 -3.0832
22 C -1.7180 1.6014 -4.3839
23 C -2.8967 1.0225 -4.1703
24 N -3.1227 0.9471 -2.7759
25 C -2.1255 1.5894 -2.1837
26 S -1.8786 1.7836 -0.4910
27 C -4.1374 0.0548 -2.1342
28 C -4.7260 0.7111 -0.8494
29 C -3.4273 -1.2843 -1.7958
30 C -5.3041 -0.1319 -3.0314
31 C 1.7976 1.7411 -1.4933
32 S 1.0202 0.1720 -1.3226
33 H 5.2532 -0.2182 0.0435
34 H 4.8213 0.2976 -1.6030
35 H 3.6522 -0.5459 -0.6391
36 H 5.7561 1.9920 0.9845
37 H 5.0562 3.4767 0.4445
38 H 5.8245 2.4111 -0.7041
39 H 3.8715 0.7929 2.0024
40 H 2.4279 0.5111 1.0087
41 H 2.5912 2.0789 1.5812
42 H 4.2542 3.8878 -1.4290
43 H 2.0944 4.5820 -2.9477
44 H 0.1687 3.2324 -4.2256
45 H -1.2573 5.0475 -4.3955
46 H -2.3779 7.0862 -2.8940
47 H -0.1544 7.3681 0.4227
48 H -0.9124 6.3309 1.5583
49 H -1.4346 8.0171 1.4277
50 H -1.7234 8.6105 -1.2191
51 H -2.9634 8.7067 0.0365
52 H -3.3556 8.1158 -1.5374
53 H -2.9950 4.9112 0.5092
54 H -4.2067 5.9481 -0.3305
55 H -3.7949 6.3383 1.2465
56 H -1.1634 1.8020 -5.3238
57 H -3.5290 0.5466 -4.9138
58 H -4.2235 0.5164 0.1361
59 H -5.6860 0.1265 -0.7689
60 H -4.9093 1.7892 -1.0088
61 H -2.4871 -1.1431 -1.2270
62 H -3.1180 -1.7773 -2.7065
63 H -4.1210 -1.9946 -1.3075
64 H -5.9089 0.7626 -3.1285
65 H -5.8960 -0.9735 -2.5592
66 H -4.9972 -0.5584 -3.9725
67 N -0.3530 -3.7963 0.2962
68 C -1.0921 -2.8945 0.9757
69 N -2.2905 -3.3646 1.4147
70 O -0.8471 -1.6680 1.1848
71 H -0.6316 -4.7951 0.2938
72 H 0.6288 -3.6118 0.0749
73 H -2.6043 -4.2477 1.0487
74 H -2.9354 -2.5794 1.4456
75 Cl 1.4602 -5.2264 -2.0922
76 C 2.5694 -6.5386 -1.8769
77 C 2.6698 -7.6007 -2.7804
78 C 3.4574 -8.6901 -2.4140
79 C 4.2714 -8.6804 -1.3144
80 C 4.1740 -7.5887 -0.4371
81 Cl 4.9838 -7.5956 1.0601
82 C 3.2905 -6.5311 -0.6744
83 N 3.0907 -5.6285 0.3823
84 C 2.2087 -5.7906 1.4279
85 C 1.3903 -6.9599 1.4284
86 C 0.2762 -7.0339 2.2584
87 C 0.0360 -6.1031 3.2426
88 C 0.8263 -4.9631 3.2511
89 C 1.9839 -4.8084 2.4776
90 C 2.8156 -3.5595 2.5830
91 C 2.1721 -2.4201 1.8081
92 O 1.9343 -2.5268 0.5727
93 O 1.7312 -1.4250 2.4678
94 H 1.9400 -7.6601 -3.6015
95 H 3.5854 -9.5997 -3.0032
96 H 4.8179 -9.5681 -1.0555
97 H 3.2392 -4.6469 0.1573
98 H 1.6389 -7.7941 0.7346
99 H -0.3459 -7.9499 2.2369
100 H -0.8760 -6.1935 3.9270
101 H 0.6370 -4.1951 4.0025
102 H 3.7741 -3.8134 2.1269
103 H 3.0844 -3.3373 3.6124
104 O 0.9324 2.0244 3.2064
105 S -0.0895 1.0792 2.7872
106 C -0.3297 -0.1079 4.1211
107 C -1.2918 0.5244 5.1115
108 C -1.7301 1.9149 4.5476
109 C -1.7085 1.7999 3.0183
110 H 0.6664 -0.2354 4.5193
111 H -0.6061 -1.0820 3.7017
112 H -0.7988 0.5670 6.1016
113 H -2.1719 -0.0823 5.2155
114 H -1.0317 2.6419 4.8674
115 H -2.7099 2.1875 4.9682
116 H -1.7420 2.7295 2.4277
117 H -2.4350 1.1462 2.6165

Results of the Löwdin charge analysis, in e, for atoms 1 through 8: number 1, Co, carries 0.46; number 2, C, carries -0.03; number 3, C, carries -0.49; number 4, C, carries -0.04; number 5, C, carries -0.01; number 6, N, carries 0.02; number 7, C, carries -0.06; number 8, C, carries -0.06

# 2
Below is a molecular structure, C40H58BBr36N4O3PS, with properties calculated with ωB97M-V with the def2-TZVPD basis set.

spin multiplicity = 1
net charge = 0
LUMO level = -1.521 eV
orbital gap = 7.0 eV

Positions of all 144 atoms, in Å:
1 C 4.8560 -2.1643 1.2807
2 C 5.2147 -3.6695 0.8070
3 C 4.3080 -4.7864 1.5430
4 C 2.7331 -4.6628 1.2188
5 C 2.3544 -4.9186 -0.3325
6 C 1.4285 -3.7314 -0.9688
7 C 2.1517 -2.9912 -2.2087
8 C 3.1471 -1.8799 -1.6067
9 C 3.1354 -0.5249 -2.4778
10 C 3.5866 0.7435 -1.6023
11 C 2.6250 1.0802 -0.3588
12 C 1.0489 1.1446 -0.7295
13 C 0.2696 0.3103 0.4005
14 C -1.3210 0.2236 0.0782
15 C -2.0189 -0.3697 1.4337
16 C -3.4700 0.3162 1.5740
17 C -4.6275 -0.6345 0.9593
18 C -5.1110 -1.8244 1.8145
19 P -4.3612 -2.1991 3.5309
20 S -3.6329 -3.9993 3.6466
21 C -6.2798 -2.7131 1.2161
22 O -6.7225 -3.8200 2.0243
23 C -6.9098 -2.3924 -0.1862
24 B -8.1276 -3.3486 -0.6547
25 O -9.1043 -3.7121 0.3684
26 N -8.3950 -3.8684 -2.0279
27 C -9.4524 -3.1059 -2.7515
28 C -7.1567 -4.0675 -2.8423
29 C -6.3279 -1.1818 -1.0254
30 N -6.9170 -0.9619 -2.3176
31 C -6.3233 0.1127 -3.0354
32 C -6.8951 0.3954 -4.5201
33 C -5.1831 0.9724 -2.4217
34 O -4.6635 2.0524 -3.2620
35 C -5.6101 3.1363 -3.2268
36 N -6.6075 3.7761 -3.4998
37 N -4.5820 0.8467 -1.1400
38 C -5.1919 -0.2805 -0.4876
39 H 3.7684 -2.1652 1.6396
40 H 4.9415 -1.4027 0.4323
41 H 5.5209 -1.8030 2.1547
42 H 5.1408 -3.8308 -0.3231
43 H 6.3169 -3.8515 1.0958
44 H 4.4525 -4.6405 2.6824
45 H 4.6620 -5.8267 1.2308
46 H 2.2159 -5.5108 1.8121
47 H 2.2788 -3.6878 1.6060
48 H 3.2748 -5.1297 -0.9977
49 H 1.6962 -5.8686 -0.4038
50 H 1.1244 -2.9490 -0.1765
51 H 0.4584 -4.2021 -1.3593
52 H 1.3791 -2.5216 -2.9063
53 H 2.7208 -3.8040 -2.8003
54 H 4.2193 -2.2872 -1.5555
55 H 2.8287 -1.6688 -0.5233
56 H 3.9391 -0.6503 -3.3046
57 H 2.1425 -0.3787 -3.0197
58 H 3.6782 1.6439 -2.3018
59 H 4.6218 0.5044 -1.1677
60 H 2.8126 0.2857 0.4602
61 H 2.9009 2.1110 0.0699
62 H 0.8064 0.7408 -1.7733
63 H 0.7395 2.2540 -0.6871
64 H 0.6324 -0.7682 0.5213
65 H 0.3636 0.8513 1.4071
66 H -1.5407 -0.5401 -0.7484
67 H -1.7549 1.2683 -0.1446
68 H -1.3527 -0.2328 2.3504
69 H -2.2053 -1.5023 1.2934
70 H -3.5219 1.3903 1.1615
71 H -3.7271 0.4113 2.6960
72 H -5.4516 -1.9854 4.4601
73 H -3.2997 -1.2731 3.8701
74 H -7.1620 -3.3819 2.8075
75 H -9.7904 -4.2725 -0.0913
76 H -9.7952 -3.6517 -3.6940
77 H -10.3688 -3.0650 -2.0434
78 H -9.1863 -2.0221 -2.9971
79 H -6.1847 -4.0823 -2.2468
80 H -7.2908 -5.0570 -3.4329
81 H -7.1543 -3.2399 -3.6512
82 H -7.8906 0.9480 -4.4881
83 H -6.0722 0.9662 -5.0754
84 H -6.9657 -0.6382 -5.0278
85 C -8.1167 -7.5402 -0.3935
86 Br -7.0494 -7.8235 1.2005
87 Br -7.7938 -8.9075 -1.7314
88 Br -10.0037 -7.3709 0.0228
89 H -7.8000 -6.5909 -0.8248
90 C -2.0298 4.7987 -2.4531
91 Br -1.0387 5.9986 -3.6090
92 Br -3.9354 4.8438 -2.8284
93 Br -1.3280 2.9919 -2.5176
94 H -1.8959 5.1567 -1.4330
95 C -4.7988 3.9537 -7.0008
96 Br -2.9136 4.2621 -7.3340
97 Br -5.9111 5.2883 -7.8597
98 Br -5.3298 2.1516 -7.4807
99 H -4.9537 4.0549 -5.9267
100 C -6.9752 8.8280 -6.1141
101 Br -7.3613 10.3646 -4.9948
102 Br -5.3259 9.0578 -7.1096
103 Br -6.9801 7.1763 -5.0973
104 H -7.7803 8.7554 -6.8439
105 C 8.6079 -0.1557 1.1602
106 Br 7.9895 -0.8423 -0.5456
107 Br 7.1656 0.6526 2.1774
108 Br 9.5471 -1.5105 2.1844
109 H 9.3261 0.6339 0.9440
110 C 12.7581 1.3981 -0.5060
111 Br 11.2583 2.4309 0.1621
112 Br 14.2691 1.4551 0.7088
113 Br 12.2435 -0.4224 -0.9335
114 H 13.0784 1.8660 -1.4357
115 C 6.2190 3.6321 4.8807
116 Br 7.5506 4.3108 3.6456
117 Br 5.9504 4.8293 6.3817
118 Br 4.5507 3.2131 3.9829
119 H 6.6066 2.6971 5.2847
120 C -8.1103 -1.4541 6.3758
121 Br -9.6614 -0.3012 6.5264
122 Br -7.9074 -2.1559 4.5772
123 Br -6.4948 -0.5753 6.9928
124 H -8.2807 -2.3061 7.0324
125 C 2.1232 3.0216 -4.8357
126 Br 4.0107 3.3305 -5.1593
127 Br 1.0142 4.3596 -5.6956
128 Br 1.5902 1.2236 -5.3303
129 H 1.9640 3.1179 -3.7620
130 C 10.3894 7.0397 2.3745
131 Br 9.7815 6.3430 0.6689
132 Br 8.9359 7.8208 3.3911
133 Br 11.3393 5.6992 3.4049
134 H 11.0974 7.8384 2.1586
135 C 7.3129 3.0391 10.2114
136 Br 5.7665 4.2020 10.3548
137 Br 7.4924 2.2945 8.4298
138 Br 8.9387 3.9266 10.7876
139 H 7.1477 2.2042 10.8905
140 C 10.6742 0.8953 5.5339
141 Br 8.9121 0.1229 5.2894
142 Br 10.9658 2.4044 4.3506
143 Br 11.0108 1.3558 7.3879
144 H 11.3991 0.1301 5.2596

Results of the Löwdin charge analysis, in e, for atoms 1 through 8: number 1, C, carries -0.14; number 2, C, carries -0.24; number 3, C, carries -0.22; number 4, C, carries -0.21; number 5, C, carries -0.18; number 6, C, carries -0.20; number 7, C, carries -0.19; number 8, C, carries -0.20

# 3
Below is a molecular structure, C2H3F3O, with properties calculated with ωB97M-V with the def2-TZVPD basis set.

spin multiplicity = 1
net charge = 0
LUMO level = 0.502 eV
ΔE to the lowest compared entry with this formula, charge and spin = 505.1 kJ/mol
orbital gap = 11.0 eV

Positions of all 9 atoms, in Å:
1 C -0.4551 0.7632 0.7134
2 C -0.0793 -0.3582 -0.1064
3 O 1.4462 0.0517 -1.1410
4 F 0.3511 -1.4798 0.5143
5 F -0.9649 -0.7113 -0.9897
6 F 1.5604 -1.1138 -1.8600
7 H -0.8315 1.4765 -0.0751
8 H 0.2333 1.1139 1.5133
9 H -1.2601 0.2578 1.4313

Results of the Löwdin charge analysis, in e, for atoms 1 through 8: number 1, C, carries 0.02; number 2, C, carries -0.49; number 3, O, carries -0.07; number 4, F, carries 0.11; number 5, F, carries 0.17; number 6, F, carries -0.13; number 7, H, carries 0.13; number 8, H, carries 0.11

# 4
Below is a molecular structure, C12H32CoF6N3O16S6, with properties calculated with ωB97M-V with the def2-TZVPD basis set.

spin multiplicity = 4
net charge = -1
LUMO level (alpha / beta) = 1.291 / 0.745 eV
orbital gap (alpha / beta) = 8.7 / 8.1 eV
expectation value of S² = 3.757

Positions of all 76 atoms, in Å:
1 Co -1.3198 0.0365 -0.1328
2 N 0.3132 -0.6686 0.6875
3 S 1.8002 -0.5463 0.7869
4 O 2.5411 -1.7148 0.2933
5 O 2.4187 0.2510 1.8379
6 F 1.9084 0.3646 -0.5373
7 S 0.2340 -1.8086 1.9383
8 O 0.9376 -1.6544 3.1991
9 O 0.0638 -3.1293 1.3727
10 F -1.2205 -1.3402 2.4477
11 N -2.6027 -1.3873 -0.3342
12 S -2.2463 -2.8919 -1.1227
13 O -3.1023 -3.3275 -2.2345
14 O -1.7396 -3.9816 -0.3225
15 F -0.8931 -2.3580 -1.7744
16 S -3.9257 -2.0025 0.2102
17 O -3.8468 -3.0721 1.2083
18 O -5.0766 -1.8481 -0.7099
19 F -4.2318 -0.7737 1.1851
20 N -2.0504 1.6009 0.7128
21 S -1.7855 2.4797 2.1570
22 O -2.5572 1.8516 3.2612
23 O -1.5416 3.9170 2.1036
24 F -0.3149 1.9153 2.4233
25 S -3.3596 2.3866 0.5021
26 O -3.2178 3.6565 -0.2122
27 O -4.5026 2.1764 1.3633
28 F -3.8005 1.4075 -0.7009
29 C -1.9206 2.0092 -3.6556
30 C -1.5407 0.5936 -3.1837
31 C -0.5227 -0.0440 -4.1184
32 O -0.8437 0.8477 -1.9492
33 H -2.2826 2.6047 -2.8174
34 H -2.7826 1.9575 -4.3207
35 H -1.1412 2.5317 -4.2102
36 H -2.3786 -0.0993 -3.1069
37 H -0.9060 -0.1432 -5.1340
38 H -0.2452 -1.0043 -3.6839
39 H 0.3514 0.6063 -4.1512
40 H -0.2404 1.5276 -2.2580
41 C 0.6792 5.2093 -2.5887
42 C 1.3283 4.0229 -1.8658
43 C 0.5861 3.6339 -0.5693
44 O 1.1011 2.8517 -2.6514
45 H -0.3338 4.9676 -2.9105
46 H 1.2535 5.5590 -3.4466
47 H 0.5887 6.0771 -1.9355
48 H 2.3759 4.1817 -1.6103
49 H -0.4911 3.6751 -0.7307
50 H 0.7940 4.4143 0.1627
51 H 0.8211 2.6418 -0.1838
52 H 1.5153 3.0455 -3.4955
53 C 2.7814 -4.9003 -1.1904
54 C 1.3176 -4.6854 -1.4679
55 C 0.9695 -4.7479 -2.9502
56 O 0.6015 -5.7009 -0.7346
57 H 2.9600 -4.6415 -0.1468
58 H 3.4309 -4.2873 -1.8154
59 H 3.0541 -5.9555 -1.2076
60 H 0.9464 -3.7507 -1.0476
61 H 1.2869 -5.7063 -3.3610
62 H 1.4296 -3.9790 -3.5708
63 H -0.0871 -4.5005 -3.0524
64 H 0.7687 -6.5121 -1.2200
65 C 3.2416 0.5353 6.5874
66 C 2.5136 0.4713 5.2704
67 C 1.0800 0.9306 5.3281
68 O 3.1620 1.2561 4.2992
69 H 4.2891 0.3027 6.3957
70 H 2.9271 -0.2606 7.2624
71 H 3.1833 1.5044 7.0829
72 H 2.5441 -0.5605 4.9203
73 H 1.0359 2.0167 5.4091
74 H 0.5104 0.4288 6.1103
75 H 0.4987 0.6742 4.4424
76 H 2.9071 0.8622 3.4616

Results of the Löwdin charge analysis, in e, for atoms 1 through 8: number 1, Co, carries 0.73; number 2, N, carries -0.33; number 3, S, carries 0.48; number 4, O, carries -0.25; number 5, O, carries -0.25; number 6, F, carries -0.19; number 7, S, carries 0.62; number 8, O, carries -0.23

# 5
Below is 2 unconnected molecules or ions with the total composition C2HN3, with properties calculated with ωB97M-V with the def2-TZVPD basis set.

spin multiplicity = 1
net charge = 0
LUMO level (alpha / beta) = -3.406 / -3.419 eV
ΔE to the lowest compared entry with this formula, charge and spin = 312.1 kJ/mol
orbital gap (alpha / beta) = 8.3 / 8.3 eV

Positions of all 6 atoms, in Å:
1 C 2.0335 0.0187 1.3029
2 C -2.1406 -0.0056 -1.2662
3 N 2.7226 0.8853 1.0766
4 N -3.0876 -0.1285 -1.9777
5 N -1.2676 0.2343 -0.4267
6 H 1.7397 -1.0043 1.2912

For reference, the Löwdin charges in units of e are: number 1, C, carries -0.11; number 2, C, carries -0.44; number 3, N, carries 0.05; number 4, N, carries 0.23; number 5, N, carries 0.23; number 6, H, carries 0.05

# 6
Below is C6H5NO2S in the gas phase, with properties calculated with ωB97M-V with the def2-TZVPD basis set.

spin multiplicity = 1
net charge = 0
LUMO level (alpha / beta) = -1.759 / -1.755 eV
ΔE to the lowest compared entry with this formula, charge and spin = 491.4 kJ/mol
orbital gap (alpha / beta) = 6.4 / 6.4 eV

Positions of all 15 atoms, in Å:
1 C -1.2623 1.3394 -0.2031
2 C -0.3033 2.3598 -0.2511
3 C -1.0454 0.0464 0.0317
4 C 1.6020 0.5404 -0.3982
5 C 2.9504 -1.3411 -0.2595
6 C -0.9512 -1.2067 0.3060
7 N 2.7252 0.0269 0.0548
8 O 3.5956 0.5928 0.7970
9 O 2.1116 -2.0867 -0.6702
10 S 1.3723 2.2181 -0.1910
11 H -2.2795 1.6345 -0.4469
12 H -0.6336 3.3830 -0.3454
13 H 3.9884 -1.6193 -0.0194
14 H -1.1966 -1.6064 1.2780
15 H -0.5606 -1.9152 -0.4073

Results of the Löwdin charge analysis, in e, for atoms 1 through 8: number 1, C, carries -0.17; number 2, C, carries -0.40; number 3, C, carries -0.06; number 4, C, carries -0.33; number 5, C, carries -0.23; number 6, C, carries 0.05; number 7, N, carries -0.37; number 8, O, carries -0.14

These records have total energy values of -170678.7540; -2596840.1640; -12317.5439; -169133.1045; -6555.4595; -22716.1545 eV, in the order they appear.